17
Properties=species:S:1:pos:R:3:forces:R:3 method="wB97M-V/def2-TZVPD" e_lumo_ev=-0.9 de_lowest_ev=0.3680 e_tot_ev=-45192.7038 homo_energy_ev=-8.29
S -0.629 1.920 0.766 1.4 1.0 0.7
S 2.000 1.170 -0.574 -0.3 -0.4 0.3
S 4.020 -1.069 -0.694 0.0 -0.3 -0.3
O -0.804 -0.939 -1.556 -1.1 1.0 0.2
N -2.304 0.879 -1.471 1.1 -3.9 -4.4
N -0.774 -1.117 1.134 -0.5 -0.2 -1.2
N -1.583 -0.323 0.563 0.9 -1.1 -1.9
N 2.076 -0.730 1.104 -0.1 0.2 -0.5
N 1.059 0.075 1.556 0.2 -2.0 1.3
C -1.533 -0.152 -1.009 0.7 0.2 1.2
C 2.702 -0.340 -0.067 0.5 -0.2 1.0
C 0.847 1.045 0.772 -1.1 2.2 -1.6
H -0.140 -1.560 0.382 -1.4 0.9 0.9
H 2.104 -1.688 1.471 0.4 0.9 -0.2
H -2.238 1.033 -2.534 -0.2 -0.3 2.5
H -2.297 0.170 1.079 0.0 -0.3 0.4
H -2.506 1.627 -0.922 -0.5 2.4 1.8